Entry 1:
C36H37ClF4IN3O4S2 | ωB97M-V/def2-TZVPD

The geometry in XYZ format:
```
88
Properties=species:S:1:pos:R:3:forces:R:3:mulliken_charge:R:1
F -2.86271 1.81241 -3.08626 -0.2 0.0 0.0 -0.319
C -3.84300 0.63197 1.33944 -0.2 -0.2 0.2 -0.935
H -4.01430 -1.01145 -2.63277 -0.2 0.1 -0.4 0.238
C 1.19153 0.21432 1.82404 0.0 0.3 0.1 -1.034
H 6.55821 -4.55491 -0.84211 0.1 0.5 0.3 0.137
C -4.47906 -2.99046 0.48344 0.1 -0.3 -0.2 0.139
H -5.64244 -6.66306 0.91414 0.2 0.1 0.1 0.384
H -4.04666 1.03030 2.33767 0.0 -0.2 -0.1 0.565
H -1.88602 1.42460 1.77741 0.2 -0.4 -0.2 0.306
H -7.15295 -4.99434 -0.10889 0.1 0.1 0.1 0.388
H 1.81109 5.08278 0.35683 0.2 -0.1 -0.1 0.482
C 5.53121 -1.69974 1.47333 0.0 -0.4 -0.2 -0.525
C -3.85892 -0.89252 1.48242 0.0 0.3 0.8 0.285
H -3.37803 -5.95687 1.61162 0.0 0.1 0.0 0.379
H -2.65681 2.20756 0.44188 -0.1 -0.2 0.2 0.674
H -6.42463 -2.69309 -0.34894 0.2 0.0 0.1 0.337
H 1.78774 3.33358 0.14686 0.1 0.0 0.3 -0.019
O -2.90881 -2.78508 -3.42414 0.8 0.6 -0.9 -0.471
C 2.20074 -0.46890 1.15168 -1.5 -0.6 -0.5 0.964
O 4.61683 3.17595 0.31315 -0.2 0.5 0.4 -0.273
Cl -1.69177 -2.72830 -5.75126 -0.3 0.3 0.5 -0.177
C -3.62122 -3.93420 1.01505 0.6 1.0 0.1 -0.055
O -3.68499 -1.40213 2.57203 0.2 0.0 -0.9 -0.573
O 5.21523 1.20063 2.17237 -0.3 0.6 0.3 -0.472
F -5.51359 0.02961 -1.88337 -0.2 0.2 -0.3 -0.312
C -2.47860 1.22208 0.88613 -0.6 0.5 -0.5 -1.615
C -5.73315 -3.40980 0.10100 -1.0 0.8 -0.7 -0.237
H -1.42035 -1.85485 2.12003 0.9 -0.4 -1.3 -0.320
H 5.02118 2.92963 3.38161 -0.3 -0.4 -0.2 0.295
C -1.72155 0.39097 -0.14679 -0.8 1.2 1.3 0.392
H -2.95449 5.49279 -5.05656 0.0 0.0 0.0 0.326
F -4.01485 1.84349 -1.25565 0.3 0.1 0.0 -0.332
C -2.21119 -2.11888 -4.13191 -0.5 -0.4 0.7 0.820
H -2.62902 -3.60742 1.31141 -0.1 -0.3 0.0 0.326
C -4.05442 -5.22445 1.17780 0.7 -1.0 0.5 -0.727
C 3.75522 4.23381 -0.08249 -0.9 0.1 -0.5 -0.572
H 6.53018 3.54007 0.88525 -0.2 0.0 0.0 0.313
C -0.58498 -0.25870 0.30812 -0.5 0.3 -0.2 -1.238
I 0.97767 -2.32230 -3.14857 -0.3 0.3 0.3 0.052
C 0.16505 -1.01915 -0.57008 0.8 -0.1 0.8 1.177
H 3.59361 4.14682 -1.16494 0.3 -0.1 0.2 0.332
F -4.72216 0.39618 -3.92466 -0.4 -0.2 0.0 -0.329
C 6.55533 -2.49126 0.64370 0.5 -0.2 0.0 -0.733
H -0.79941 -0.56428 -4.39079 -0.3 0.3 -0.1 0.727
C -1.72279 -0.69079 -3.81748 0.3 -0.7 -0.2 -2.919
C 4.60166 -0.89942 0.54635 0.0 -0.2 0.1 -1.372
C 0.19836 -1.77970 3.48787 -0.2 0.8 0.6 -1.134
N -4.12072 -1.61613 0.28240 -0.8 0.0 1.3 0.504
H 4.95759 -2.41125 2.08598 -0.1 0.2 -0.1 0.389
H 0.22836 -1.16921 4.39555 1.6 0.6 -0.7 0.268
C 5.52335 3.52619 1.33566 0.9 -0.4 -0.1 -0.360
H 6.80158 -1.97238 -0.28760 -0.1 -0.1 0.2 0.437
C 2.36887 4.16004 0.56686 0.0 0.4 0.0 -0.662
C -6.16242 -4.70955 0.23002 -0.1 -0.3 0.1 -0.770
H 4.14730 -1.60688 -0.15774 0.0 0.2 0.1 0.515
H -1.94538 4.08406 -5.43148 0.0 0.0 0.0 0.245
H 5.37760 4.53722 1.74208 -0.3 -0.2 -0.1 0.380
N -0.26522 5.87278 -3.44050 -0.8 -0.4 -0.4 -0.381
C 5.56369 2.52744 2.51898 0.6 0.6 0.2 -0.739
C -2.30028 4.73301 -4.63308 0.1 0.1 0.1 -0.444
H 7.47875 -2.64057 1.21008 -0.1 0.2 -0.1 0.401
H 4.19446 5.22834 0.07391 0.2 -0.3 0.2 0.409
H 5.20415 -0.21381 -0.06390 -0.1 0.1 0.3 0.425
H -2.49242 -0.02594 -4.20881 0.3 0.0 0.0 0.416
H -2.86199 4.13864 -3.91577 0.0 0.0 0.0 -0.016
C 2.87912 1.55958 2.80563 0.4 1.3 1.1 -1.285
C -0.50928 -1.32069 2.40673 0.4 -0.7 0.3 0.585
H 0.71229 -2.73757 3.51832 -1.6 -0.7 0.4 0.231
C -1.38312 -0.49307 -2.34360 -0.6 -0.1 -0.8 1.786
S 5.90315 -4.16805 0.27453 -0.4 -0.1 0.0 -0.281
C -1.16243 5.37006 -3.96701 0.6 0.4 0.4 0.304
C -0.25219 -1.13238 -1.88014 0.9 -0.6 -0.3 0.120
H -4.69183 0.93206 0.71506 0.4 0.0 -0.2 0.327
C -3.33544 1.01051 -2.07266 -0.3 -0.1 -0.4 0.605
C 1.55158 1.22423 2.66444 -0.5 0.2 0.1 -0.627
C -2.13582 0.30910 -1.46962 0.4 -0.6 -0.2 0.103
H -4.95099 -1.17284 -0.10943 0.5 0.2 -0.5 0.112
C -4.41211 0.00668 -2.67432 1.1 0.0 0.8 0.236
N -0.18337 -0.14752 1.67476 -0.4 -0.7 0.7 1.015
C 3.88124 0.91969 2.12741 -0.3 -0.7 -0.7 1.386
H 6.04350 -1.05048 2.18951 0.0 0.0 -0.3 0.242
H 3.10488 2.38395 3.47516 0.0 -0.1 -0.1 0.284
S 1.64254 -1.78249 0.06138 0.1 0.2 -0.1 -0.626
H 0.76564 1.73827 3.20938 0.2 0.1 0.0 0.558
C 3.52080 -0.14297 1.29016 1.3 -0.5 -0.6 0.416
C -5.31089 -5.63671 0.79766 -0.6 -0.2 -0.2 -0.453
H 6.60828 2.48856 2.85127 -0.2 -0.1 -0.1 0.380
H 2.41916 4.07661 1.65778 0.1 -0.1 -0.2 0.224
```
Forces are in eV/Å.

strongest force on any atom	0.0370	Eh/bohr
structure (SMILES)	C=CN1c2ccc(OCCOCC)c(CCCS)c2Sc2c(I)c(CC(=O)Cl)c(C(F)(F)C(F)F)c(CCC(=O)Nc3ccccc3)c21.CC#N
E_LUMO	0.0006	Eh
DFT total energy	-3812.844773	Ha

Entry 2:
C46H117F12N11O23PbS4 | ωB97M-V/def2-TZVPD

The geometry in XYZ format:
```
214
Properties=species:S:1:pos:R:3:forces:R:3:mulliken_charge:R:1
H 0.05040 4.18081 3.56650 0.0 0.1 0.0 0.195
S 1.36372 -0.83911 -0.80696 0.8 -0.9 -0.5 0.791
C 0.44602 -4.93040 -4.59351 -0.2 -0.4 -0.4 -1.076
H 4.44651 3.14398 3.61203 -0.2 -0.4 -0.4 0.546
H 1.15628 -2.60213 -5.57315 0.0 0.2 0.5 0.186
C 2.78731 4.84624 -1.61060 -1.5 -1.0 0.0 -0.157
H -2.94473 -6.00206 1.81046 -0.5 -0.3 -0.1 0.215
N -1.50808 1.45349 6.69012 0.7 -0.4 -0.3 -0.812
H -3.81342 -6.20313 3.40257 -0.3 -0.5 -0.2 0.441
H -3.06421 -4.54023 -3.30318 0.2 -0.4 -0.2 0.225
H -3.19757 6.75204 1.33894 0.2 0.3 0.4 0.296
H -4.92115 4.97603 4.09519 0.2 -0.3 -0.3 0.413
N -4.35172 -4.56959 -0.90010 -0.4 0.3 0.3 -0.648
H -1.89570 -2.45914 2.48504 -0.6 0.6 -0.1 -0.569
C 4.60613 4.61803 1.37512 0.9 -0.5 -0.4 -1.720
N 3.09320 1.57605 -5.39673 2.3 -1.4 0.9 -0.415
C 2.57693 -0.64587 0.54399 0.7 0.1 0.6 -0.340
H 0.18723 0.23032 6.06625 -0.9 0.4 -0.3 0.253
O -2.03770 5.20502 -3.56201 1.7 -0.1 -1.0 -0.322
H -5.76092 2.06906 4.22736 0.1 0.1 -0.4 0.163
O 4.72701 -4.95205 -1.04095 0.6 -0.5 0.6 -0.473
H 3.53483 2.80993 1.15467 -0.1 -0.2 0.0 -1.598
H -4.27582 -6.18883 -4.88958 0.0 0.2 0.7 0.298
Pb 1.41849 1.74918 -3.10101 -0.1 0.0 -0.4 2.940
H 1.24138 -3.81612 3.20972 0.1 0.2 -0.4 0.294
H 4.57599 4.99346 0.34293 -0.1 -0.1 -0.1 0.460
H -6.47923 0.80741 1.72910 0.2 -0.1 -0.1 0.370
N 3.10198 -6.74874 1.80655 0.1 0.7 0.3 -0.728
H 2.31746 0.11321 5.23991 0.2 -0.5 -0.3 0.104
H 2.04237 -1.67005 5.00854 -0.4 0.1 -0.2 0.343
C 2.08734 -6.21517 -3.49563 -0.5 0.2 0.5 -0.771
H -5.69659 2.12013 -2.00885 0.1 0.1 -0.1 0.505
H -0.86392 -3.52117 -3.69887 -0.3 0.1 0.2 -0.585
C -2.99029 -5.74846 2.86898 0.1 0.6 -0.3 -1.371
C 4.12099 -6.47523 0.73569 -2.4 0.0 -0.6 0.330
H 2.89615 -6.08178 -2.78902 0.2 0.0 0.0 0.081
F 3.04042 -1.83569 0.91211 -0.1 0.0 0.2 -0.084
C -4.48716 0.21944 2.27971 0.2 -0.5 0.2 -0.221
F 1.98857 -0.06236 1.61133 0.5 -0.1 -0.5 0.096
H -1.18581 2.22574 -5.49817 0.4 -0.4 -0.2 0.366
F -1.06667 3.11841 -0.79362 0.5 -0.4 1.0 0.127
H 0.33467 -2.29497 2.70274 0.4 -0.1 0.5 -0.070
C -0.31442 -3.61753 -4.62768 0.6 -0.2 0.0 1.420
C -0.78950 0.63919 5.66525 1.3 1.3 -0.3 0.753
H -5.21938 -4.31144 2.68718 0.5 0.2 0.2 0.253
N 4.47558 -2.52563 4.72674 0.6 0.3 0.3 -0.732
H 0.20966 0.97475 3.76357 -0.2 0.0 -0.1 -0.241
H -2.43498 -2.05981 -2.12422 -0.3 0.3 -0.4 -0.770
O 1.35236 3.16820 -5.33522 -0.6 0.5 0.1 -0.623
C 5.13150 -0.18981 5.14876 -0.2 0.6 0.5 -1.053
C 1.54784 1.87292 -7.55512 -0.8 -1.3 -0.7 0.546
N 5.47384 2.52377 0.37381 -0.7 0.8 0.3 -0.522
O 5.12243 0.77281 -6.81430 0.3 0.1 0.5 -0.655
H -1.37219 -0.78118 4.14634 0.1 0.0 -0.2 -0.013
O 3.58977 5.18532 2.13402 -0.6 -0.5 0.4 -0.172
H 4.68859 6.75441 2.85212 0.1 0.2 -0.4 0.338
O -5.13645 -4.71841 -3.58370 0.6 -0.3 -0.5 -0.405
H 4.38461 -8.58939 0.37357 0.2 -0.3 0.5 0.482
H -2.11844 -4.15125 -5.60664 0.0 -0.2 -0.2 0.243
H -6.61305 6.08526 2.07158 -0.2 -0.7 0.4 0.295
N -5.67159 6.43346 2.15275 0.4 0.7 -0.5 -0.857
H -5.96383 -5.84946 -5.06296 -0.1 0.5 -0.2 0.305
H -2.67326 -0.13996 5.15702 -0.2 -0.1 -0.1 0.483
H -3.11879 -2.08930 -0.51127 0.1 0.1 0.1 -0.314
H -4.79238 4.81892 1.07429 0.0 0.0 0.0 -0.189
H 2.97558 7.03893 2.78563 -0.4 -0.2 -0.1 0.236
N 0.61213 -2.49442 -4.70783 0.6 0.3 0.0 -0.173
H 5.27442 -7.54677 -0.70440 -0.5 -0.1 -0.4 0.305
H -5.66701 -1.97833 1.68373 0.5 0.3 -0.2 0.228
H -1.56727 -2.55320 -5.92398 0.0 0.4 -0.6 0.249
C 3.73561 -5.20209 -0.07126 0.4 -0.6 0.2 0.340
H 0.48840 -3.48752 1.51623 0.8 -0.5 -0.2 0.085
H -1.22371 3.58657 -3.60788 -0.1 -0.7 -0.1 -0.003
H -1.84301 -3.79293 1.32239 0.0 0.1 -0.3 -0.011
H 2.85743 5.89102 -1.89523 0.1 0.1 -0.5 0.472
C -2.88607 -2.70333 -1.37704 0.1 0.6 0.2 -0.035
H -3.57901 -5.21482 -0.87381 0.5 -0.1 -0.1 0.197
C -6.44212 2.93187 4.21802 0.2 -0.4 -1.2 -0.649
H -6.30773 3.38371 5.18893 0.0 0.9 0.2 0.363
H -3.19147 -3.94324 4.02188 -0.1 0.0 0.1 0.338
H 3.62371 -4.38487 0.64509 0.1 0.3 -0.1 -0.137
H 3.86045 -3.65625 -2.34584 0.1 0.2 -0.3 0.008
H 5.80356 1.62124 0.69145 0.1 -0.1 -0.1 0.258
O -4.84144 1.73348 -0.18754 0.4 -0.3 0.5 0.029
H 3.83275 -0.86950 3.59990 0.3 -0.3 0.2 -1.032
H 4.69472 1.49802 2.84758 -0.3 0.0 0.3 0.157
H -1.29641 1.96126 3.94856 0.0 -0.4 0.1 0.226
H -0.76698 -3.98395 -6.71717 0.3 0.2 -0.5 0.468
O 0.72251 -2.08003 -0.50718 -0.2 0.0 -0.2 -0.344
F 3.31957 -1.14760 -5.09329 0.8 0.3 0.6 -0.177
C -3.28406 5.48571 -3.08658 -2.2 0.1 0.7 -0.521
H -3.85311 6.24478 -3.66309 0.3 -0.6 -0.4 0.330
C 4.30289 -7.68597 -0.21184 0.8 0.3 1.1 -1.368
O 5.49160 1.97153 -4.63745 0.5 -0.4 0.3 -0.635
H -4.64237 -4.68428 -5.60803 -0.5 0.4 -0.3 0.292
H 4.56999 -2.87778 -0.94986 0.4 0.0 0.0 -0.030
H 4.75948 0.84807 5.12386 0.1 0.0 -0.1 0.272
C 0.84158 3.51838 3.93037 -0.4 -0.5 0.7 -0.121
O 1.45311 4.27605 -2.05664 1.6 1.1 0.5 -0.494
H -2.06993 -3.35137 -1.09205 0.1 -0.6 0.2 0.577
H 4.65445 -2.66788 5.72028 -0.3 -0.4 0.1 0.347
H -5.03358 -2.85195 -1.73329 0.2 0.3 -0.2 0.414
H -4.18934 3.57310 3.22634 0.2 0.1 -0.2 0.052
O 3.61167 2.62132 -1.86934 -0.1 -1.6 0.9 0.235
N 0.51790 0.42905 -0.73981 -2.6 1.6 0.5 -0.656
S -0.94949 0.64889 0.03281 1.3 -1.1 -0.5 -0.707
H 3.49468 -7.93275 -0.89160 -0.2 0.7 -0.4 0.221
H 0.94891 -5.03469 -5.56111 0.0 -0.2 -0.3 0.358
H 2.76505 4.84029 -0.51760 0.1 -0.3 -0.1 0.043
H 3.85372 6.94746 1.23087 0.3 0.7 -0.1 0.324
F 1.50840 2.64653 -8.61492 0.0 0.5 -0.6 -0.232
H -2.68239 2.05662 -4.67368 -0.2 -0.4 0.2 0.507
C -1.22256 -3.57130 -5.83616 -1.0 -0.4 1.3 -1.505
H 6.27705 3.14439 0.30532 0.1 -0.3 0.0 0.263
F 4.50468 -0.52736 -3.32837 -0.4 0.1 -0.1 -0.120
H -2.78775 5.33409 -1.01101 0.4 0.0 0.1 -0.373
H -3.06923 6.25027 3.07898 0.4 0.5 0.3 0.413
C -3.24386 5.93445 2.06410 -0.9 0.2 -0.4 -1.186
H 2.79431 -1.06753 6.45229 0.2 0.0 -0.2 0.490
H 1.25470 -2.55324 -3.91809 0.2 -0.1 -0.2 -0.024
H -4.37717 3.19811 -1.46357 0.0 -0.1 -0.1 -0.417
H 5.66609 -3.64929 -2.18818 -0.1 0.4 -0.1 0.327
H 6.94313 1.52145 5.14279 0.5 0.1 -0.5 0.294
C -4.92351 4.38055 3.15765 -1.0 0.4 0.2 -0.625
H -2.47863 5.23860 1.74431 0.0 -0.5 0.1 0.031
H -7.44010 2.55156 4.12438 -0.6 -0.2 0.1 0.294
H 2.46409 -6.57650 -4.44082 0.3 0.2 -0.6 0.424
H 3.84404 3.95124 -3.27133 0.2 0.7 -0.3 0.184
O -0.75714 -4.00129 3.03060 0.2 -0.9 0.9 -0.521
H -1.54976 -1.35644 5.79137 -0.2 -0.2 0.1 0.456
C -1.90603 -3.53551 2.38592 -0.5 -0.3 -0.4 0.714
H -2.05728 -6.12574 3.26132 0.3 0.2 0.5 0.322
H -3.96848 1.16568 2.16622 -0.1 0.3 0.0 -0.080
O -6.25278 3.77758 3.06059 1.4 0.1 1.1 -0.352
H 8.20110 0.46220 4.26942 0.0 0.2 0.5 0.237
C -4.12007 -3.44649 -1.81823 0.0 -1.1 -0.1 0.654
H -4.75013 -0.32666 -0.47803 0.2 -0.2 -0.3 -0.239
S 4.74458 1.09176 -5.47140 -3.6 0.9 -0.9 1.023
C -4.66804 5.38479 2.01315 -0.5 -2.0 0.2 1.270
H -1.72386 -0.35997 -5.00312 -1.1 0.5 -0.4 0.313
F 3.65345 0.07888 0.15887 -0.7 0.1 0.3 -0.192
H -4.44535 -3.95156 1.34904 0.4 -0.1 -0.2 0.033
O 1.41207 -4.95889 -3.58786 0.3 -0.3 0.4 -0.185
H 5.31636 -0.41502 6.20703 0.1 -0.1 0.2 0.710
H 0.82883 4.60705 -1.39952 -0.2 -0.2 -0.2 0.026
H -2.88520 8.06017 -1.64038 -0.2 -0.5 0.0 0.310
C -4.71565 2.15860 -1.51218 -0.2 0.2 0.0 -0.402
H 1.44212 -7.01971 -3.11975 -0.2 0.2 0.1 0.313
H 1.62621 4.09155 4.41669 0.1 0.2 -0.3 0.326
H -6.36804 0.46787 -0.57179 -0.1 -0.4 -0.4 0.413
H -0.25880 -5.77050 -4.48919 0.0 0.0 0.0 0.410
C -5.40498 0.43489 -0.06418 -0.4 0.7 0.1 -0.531
O -1.08596 2.61879 -3.46017 0.1 -0.8 -0.7 -0.166
O -1.04759 0.01557 1.32737 0.1 0.5 -1.1 0.716
F 0.26879 1.54548 -7.24952 0.6 0.2 0.2 -0.208
C 4.46010 -0.58546 -4.64354 0.9 0.2 -0.9 0.668
H -1.71437 0.12681 -3.32241 -0.2 0.0 0.4 -0.660
C 4.71477 -3.69849 -1.66319 -0.6 -0.2 0.1 -0.023
C -0.64549 2.44334 0.31511 -1.1 1.6 0.3 -0.742
H -1.63619 0.85635 7.49984 -0.2 0.0 0.1 0.264
H -0.90429 2.21894 7.01234 -0.2 -0.4 -0.4 0.261
H 5.03072 -6.27248 1.27204 0.6 0.0 0.1 0.258
C -1.64152 -0.48533 5.15304 -0.4 -0.1 0.3 -1.542
H 5.43680 -2.52869 4.37111 -0.3 -0.2 -0.3 0.328
O 6.34262 -0.29699 4.42308 -0.4 -0.2 -0.3 -0.339
N -4.41470 -3.77146 2.34996 -0.4 0.1 -0.2 -0.304
O 0.06815 0.11171 -4.39132 0.6 0.6 0.5 0.505
C -3.22360 6.04303 -1.70962 -0.3 0.9 0.9 0.327
H -5.12407 -5.08980 -1.28198 -0.4 -0.3 0.1 0.288
C -1.61917 1.82189 -4.58985 -0.1 1.8 0.5 -1.044
O 0.35201 2.64346 4.94402 0.4 0.2 0.1 -0.553
H 7.55339 0.16260 5.99478 0.7 -0.2 -0.1 0.330
O 2.18524 -0.70861 -1.99950 -0.3 -0.3 0.1 -0.440
F 5.51162 -1.31646 -5.05902 -0.6 -0.1 0.2 -0.254
H 2.78906 -5.34356 -0.59438 -0.4 -0.1 0.2 0.050
F 2.17067 0.72903 -7.89213 -0.1 0.4 0.2 -0.239
C 4.04617 -1.12773 4.65650 0.1 0.6 -1.1 2.013
C -0.40903 1.55658 4.46263 -0.1 -0.1 0.7 0.217
O 3.26289 3.66216 -6.83458 0.4 0.5 -0.3 -0.663
C 2.72313 -0.90573 5.36297 0.1 0.0 0.9 -1.512
H 2.91137 -5.92120 2.39984 0.7 -0.5 -0.5 0.221
C 0.44633 -3.38856 2.59951 -1.6 0.7 -0.3 -0.117
H -7.03963 -1.34483 2.07850 -0.2 0.5 -0.2 0.337
H -3.89494 -3.08580 -3.90580 0.0 0.0 -0.4 0.506
C -1.35094 0.38232 -4.30834 1.2 -1.2 -0.2 0.634
N -6.30418 -1.24209 1.38769 -0.4 -0.6 0.3 -0.665
C 7.36902 0.51542 4.97702 -1.4 -0.1 0.2 -0.804
H 4.85403 4.23150 -1.81339 0.0 0.2 -0.2 0.478
S 2.42376 2.71403 -6.19991 0.2 -0.4 0.9 0.820
H -3.76589 -0.56700 2.06778 0.2 -0.1 -0.4 -0.431
C 4.90681 2.56402 2.79556 0.9 0.2 0.4 -1.648
O -2.02528 0.58886 -0.92249 0.7 -0.1 0.8 0.215
H -3.98705 1.57765 -2.09402 -0.1 0.0 0.1 0.076
C -5.01233 -5.36376 -4.84595 0.3 -0.6 0.4 -0.796
H -1.52100 6.01448 -3.49551 0.3 0.1 0.0 0.244
C -3.17167 -4.22750 2.96621 1.1 -0.1 0.4 0.039
F 0.61542 2.82500 0.56748 -0.7 -0.5 -0.1 -0.092
C -5.70983 0.09579 1.38309 -0.1 0.2 0.6 0.516
H 0.30657 -0.88152 -4.51106 -0.8 0.5 0.0 -0.096
O -2.40796 7.23015 -1.75514 0.3 -0.2 0.2 -0.601
C 3.78964 6.57207 2.24634 0.2 -0.2 0.4 -0.923
H -5.60371 7.00583 1.32399 0.2 0.6 -0.1 0.259
H 6.00362 2.64685 2.96004 -0.5 0.1 -0.2 0.276
H -4.23455 6.23576 -1.33053 0.1 0.2 -0.1 0.410
H 2.16063 -6.98310 1.50820 0.3 -0.3 -0.7 0.272
C 3.86986 3.93807 -2.18541 -0.4 1.1 -0.3 -0.752
H -4.72849 0.04048 3.33002 -0.2 0.3 0.0 0.450
C -3.98445 -3.96136 -3.25722 -0.5 0.7 0.7 -0.850
H 4.29680 2.30121 -1.24735 0.0 0.0 0.2 -0.206
H -3.82665 4.54054 -3.02693 -0.2 0.1 -0.3 0.251
F -1.42488 2.83385 1.36180 0.7 -0.3 -0.9 0.231
C 4.55595 3.08819 1.42049 0.1 0.3 -0.4 3.028
H 1.23071 2.95025 3.08425 0.2 0.0 -0.1 -0.196
H 5.58795 4.93680 1.74680 0.2 0.0 0.2 0.619
```
Forces are in eV/Å.

strongest force on any atom	0.0741	Eh/bohr
energy above the lowest of the compared OMol25 structures with the same formula, charge and spin	0.00	kcal per mole
E_LUMO	0.0023	Eh
DFT total energy	-7139.508374	Ha

Looking at Kohn-Sham gap for the records above, in order, we have 7.3; 8.7 eV.